1.
Below is C16H32O2OsP2 as an isolated structure, with properties calculated with ωB97M-V/def2-TZVPD.

XYZ file:
```
53
Properties=species:S:1:pos:R:3:forces:R:3
P 0.2288 -2.2637 1.5880 0.516 -2.033 -0.940
P -0.1721 2.1112 1.7184 0.877 -1.355 0.564
C -0.1595 -0.6814 0.2888 -0.205 -0.244 -1.630
C 0.3406 0.7924 0.2925 -0.827 0.237 -2.074
H -1.2209 -0.7883 0.0518 0.266 0.036 -0.024
H 0.4753 -1.2245 -0.4158 -0.394 0.330 -0.008
H 1.3457 0.8865 -0.1478 -0.378 0.182 0.279
H -0.4436 1.2713 -0.3153 0.572 0.159 0.068
C -1.8352 2.6674 1.3824 -0.434 0.291 0.371
H -2.0864 3.4304 2.1374 -0.055 -0.103 -0.289
H -2.5809 1.8582 1.4341 0.393 0.191 0.038
H -1.8683 3.1169 0.3733 0.126 -0.041 0.451
C 1.0442 3.3687 1.6199 -0.018 0.622 0.094
H 0.9034 3.9198 0.6887 0.123 0.204 0.057
H 2.0402 2.9233 1.6656 -0.108 0.097 0.021
H 0.8810 4.0078 2.4935 0.187 0.233 -0.163
C -1.0293 -3.4851 1.3223 -0.683 -0.585 -0.169
H -0.9602 -4.2138 2.1427 -0.068 0.047 -0.243
H -0.9290 -4.0054 0.3578 0.034 0.147 0.244
H -2.0162 -3.0134 1.3756 0.121 -0.090 0.004
C 1.8901 -2.7939 1.0928 -0.187 -0.190 -0.041
H 2.5932 -2.0856 1.5646 -0.046 -0.518 -0.278
H 1.9984 -2.7969 -0.0068 0.112 -0.089 0.564
H 2.0194 -3.8095 1.5003 0.265 0.336 -0.197
Os 0.4471 -0.0795 2.0945 1.538 -1.760 1.740
C 0.6339 1.4819 -2.3033 -1.420 1.332 -0.919
C -0.7235 1.5612 -2.2338 1.578 0.669 -1.036
C -1.6513 0.8208 -3.1315 -0.327 -0.482 -0.197
C -1.2212 -0.6425 -3.4727 -0.812 0.259 -0.069
C -0.4460 -1.3766 -2.4052 1.391 -1.106 -1.160
C 0.9153 -1.4379 -2.3683 -1.722 -0.613 -1.221
C 1.8118 -0.6261 -3.2430 0.325 0.443 -0.093
C 1.3582 0.8449 -3.4541 0.595 -0.092 -0.202
C 0.3132 -1.4140 3.8548 -0.014 0.466 1.772
H 1.2713 2.1132 -1.6566 -0.535 -0.277 -0.358
H -1.2395 2.3409 -1.6610 0.403 -0.245 0.336
H -1.7560 1.3454 -4.1010 -0.213 -0.022 0.525
H -2.6374 0.7994 -2.6237 0.372 0.049 -0.527
H -2.1723 -1.1881 -3.5765 0.365 0.060 -0.190
H -0.7541 -0.6674 -4.4803 0.063 -0.115 0.840
H -1.0554 -2.0933 -1.8230 0.515 0.430 -0.135
H 1.4394 -2.2581 -1.8735 -0.347 0.201 0.373
H 1.8850 -1.0574 -4.2605 0.205 -0.139 0.581
H 2.8143 -0.6392 -2.7707 -0.356 0.013 -0.507
H 2.2856 1.4259 -3.5754 -0.338 -0.104 -0.207
H 0.8011 0.9437 -4.4090 0.158 -0.015 0.734
H 1.0500 -0.9779 4.5557 -0.272 -0.197 -0.011
H 0.5166 -2.4997 3.7692 -0.013 0.637 0.521
H -0.7045 -1.2896 4.2699 0.443 -0.296 0.003
O -1.2143 1.9967 5.1935 0.391 -1.553 -1.896
C -0.9665 1.3211 4.2239 -1.547 1.777 2.802
O 0.1661 1.5092 3.4824 -0.604 2.564 1.326
H -1.6255 0.5508 3.7748 -0.015 0.250 0.476
```
Forces are in eV/Å.

- energy relative to the best compared isomer or geometry (same formula, charge and spin) (kcal per mole) = 164.46
- net charge = +2
- E (a.u.) = -1551.675525
- HOMO level (alpha / beta) (eV) = -12.62 / -14.81
- 2S+1 = 5

2.
Below is one molecule with the formula C2H5N3O, with properties calculated with ωB97M-V/def2-TZVPD.

XYZ file:
```
11
Properties=species:S:1:pos:R:3:forces:R:3
H -0.8089 3.1845 0.5378 -0.109 -0.093 0.060
N -1.1045 2.2208 0.6816 0.274 -0.149 -0.161
C -0.2418 1.4442 0.1693 -0.062 0.095 0.028
N -0.3946 0.0673 0.2202 -0.006 0.029 0.017
C 0.5889 -0.7606 -0.3071 0.172 0.100 -0.100
N 0.3822 -2.1072 -0.1567 0.024 -0.023 -0.061
O 1.5886 -0.3151 -0.8411 -0.267 -0.172 0.155
H 0.6781 1.7224 -0.3466 -0.124 0.066 0.062
H -1.1980 -0.2855 0.7220 0.144 -0.028 -0.079
H 1.0395 -2.6643 -0.6808 -0.123 -0.009 0.090
H -0.5294 -2.5064 0.0014 0.076 0.183 -0.012
```
Forces are in eV/Å.

- SMILES = [H]/N=C/NC(N)=O
- energy relative to the best compared isomer or geometry (same formula, charge and spin) (kcal per mole) = 0.00
- net charge = 0
- E (a.u.) = -318.750485
- HOMO level (eV) = -9.85

3.
Below is C58H46Cl4N8O4W as an isolated structure, with properties calculated with ωB97M-V/def2-TZVPD.

XYZ file:
```
121
Properties=species:S:1:pos:R:3:forces:R:3
W -0.0831 0.0919 0.0312 0.193 -1.269 -0.610
Cl 7.8895 5.4416 -0.2288 0.115 0.056 -0.023
C 6.4811 4.4774 -0.0412 -0.312 -0.170 0.028
C 5.2261 5.0438 -0.2186 0.150 0.110 -0.034
C 4.0939 4.2652 -0.0786 -0.040 -0.158 0.087
C 4.1858 2.9211 0.2641 0.148 0.211 0.095
C 5.4506 2.3662 0.4420 -0.227 0.015 -0.043
C 6.5898 3.1309 0.2777 0.137 0.154 0.018
C 2.9788 2.0582 0.3052 -0.255 -0.345 -1.127
C 2.3991 1.6405 1.4860 -0.486 -0.182 0.163
C 2.7581 2.1857 2.7619 -0.265 -0.180 -0.134
C 1.7513 1.8994 3.6165 -0.069 -0.065 -0.280
C 0.7856 1.1191 2.9009 0.272 -0.058 -0.421
C -0.3973 0.6765 3.4589 -0.512 -0.818 -0.263
C -0.7725 1.0328 4.8487 -0.063 0.158 0.275
C -0.0686 0.4847 5.9207 -0.107 0.048 -0.194
C -0.4839 0.6939 7.2216 -0.085 0.057 0.144
C -1.6063 1.4746 7.4683 0.096 -0.008 -0.348
Cl -2.1394 1.7283 9.0827 -0.028 0.026 0.105
C -2.3017 2.0464 6.4102 -0.049 -0.040 0.217
C -1.8947 1.8124 5.1097 0.220 -0.053 -0.101
C -1.1513 -0.3635 2.8680 1.196 0.319 -0.195
N -0.7099 -1.0090 1.7243 -0.141 0.384 0.400
C -1.3105 -2.2503 1.7571 0.848 -0.160 -1.133
C -1.0006 -3.2796 0.8396 -0.162 0.718 0.716
C -1.5342 -4.6266 1.0900 -0.175 -0.305 0.035
C -1.3684 -5.2432 2.3305 0.040 0.040 -0.201
C -1.8281 -6.5255 2.5491 -0.094 -0.267 -0.058
C -2.4780 -7.2125 1.5301 0.053 0.259 -0.048
Cl -3.0342 -8.8182 1.7897 -0.028 -0.041 0.024
C -2.6715 -6.6056 0.2942 -0.032 -0.216 0.078
C -2.1943 -5.3288 0.0808 -0.018 0.130 0.156
C -0.1726 -3.0791 -0.2513 0.202 0.390 -0.225
C 0.2681 -4.1313 -1.1198 0.028 0.258 -0.054
C 0.9435 -3.5574 -2.1396 -0.082 0.184 0.187
C 0.9561 -2.1474 -1.8992 -0.312 -0.184 0.560
N 0.3023 -1.8514 -0.7027 0.314 -0.270 -0.428
C 1.5489 -1.2371 -2.7492 0.405 1.055 0.309
C 1.8025 0.0964 -2.3650 -0.290 -1.273 0.618
C 2.5686 1.0200 -3.1012 0.550 0.908 0.455
C 3.0094 1.9750 -2.2087 -0.094 -0.639 -1.012
C 2.4978 1.6186 -0.9468 -0.109 -0.346 1.351
N 1.6486 0.5299 -1.0532 0.289 0.322 -0.096
C 2.2745 -1.7268 -3.9520 0.064 -0.016 -0.180
C 1.6665 -1.9793 -5.1737 -0.040 0.031 0.185
C 2.4060 -2.4334 -6.2514 0.129 -0.083 -0.135
C 3.7687 -2.6581 -6.1107 -0.194 0.111 0.175
Cl 4.6829 -3.2520 -7.4417 0.034 -0.003 -0.042
C 4.3914 -2.4060 -4.8944 0.048 -0.089 -0.167
C 3.6476 -1.9381 -3.8303 -0.191 0.008 -0.048
C -2.1838 -2.3449 2.8556 -0.066 0.726 0.745
C -2.0965 -1.1580 3.5463 -0.307 -0.882 -0.256
N 1.2104 0.9062 1.5818 -0.086 0.124 -0.036
H 5.1382 6.0848 -0.4802 0.038 0.167 -0.032
H 3.1244 4.7080 -0.2577 -0.027 0.049 -0.067
H 5.5469 1.3181 0.6773 0.007 -0.164 0.057
H 7.5645 2.6835 0.3818 0.131 -0.032 0.071
H 3.6456 2.7574 2.9444 0.197 0.133 0.054
H 1.6471 2.1799 4.6453 0.022 0.105 0.202
H 0.7937 -0.1372 5.7316 0.104 -0.086 -0.017
H 0.0484 0.2402 8.0434 0.041 0.008 0.079
H -3.1656 2.6589 6.6106 -0.099 0.076 0.038
H -2.4482 2.2417 4.2868 -0.073 0.056 -0.062
H -0.8394 -4.7300 3.1180 0.085 0.056 0.091
H -1.6653 -7.0082 3.4992 -0.012 -0.063 0.104
H -3.1766 -7.1400 -0.4954 -0.053 -0.076 -0.036
H -2.3262 -4.8694 -0.8893 -0.050 -0.012 -0.045
H 0.0987 -5.1734 -0.9426 0.012 -0.209 -0.020
H 1.4195 -4.0359 -2.9713 0.125 -0.129 -0.170
H 2.8101 0.9336 -4.1439 0.088 -0.032 -0.153
H 3.6706 2.7946 -2.4047 0.205 0.150 -0.027
H 0.6023 -1.8299 -5.2897 -0.059 -0.031 -0.049
H 1.9263 -2.6220 -7.1980 -0.024 -0.049 -0.124
H 5.4487 -2.5835 -4.7847 0.132 -0.021 -0.017
H 4.1284 -1.7474 -2.8833 0.095 0.031 0.123
H -2.7647 -3.2056 3.1116 -0.184 -0.197 0.083
H -2.5976 -0.8979 4.4550 -0.089 0.073 0.280
C -4.5739 -1.1971 1.1393 -0.042 0.269 0.296
N -4.2037 -1.7248 -0.1621 0.110 0.206 0.120
C -5.1074 -2.7509 -0.6349 -0.206 -0.388 -0.197
C -3.0825 -1.3803 -0.7697 0.810 0.578 -0.126
O -2.2787 -0.5437 -0.2825 -0.479 -0.079 -0.027
C -2.7471 -1.9615 -2.1469 0.355 0.113 -0.024
O -1.5433 -1.3775 -2.5864 -0.600 -0.093 -0.571
C -1.5836 -0.4465 -3.6440 0.142 -0.317 0.151
C -0.9546 0.8588 -3.1599 -0.021 -0.501 1.017
O -0.7651 1.0112 -1.9237 -0.195 0.232 -0.603
N -0.6352 1.7972 -4.0316 -0.028 0.135 0.323
C -0.0586 3.0470 -3.5754 0.113 0.386 0.295
C -0.7368 1.6821 -5.4698 -0.068 -0.077 -0.398
H -5.5999 -0.8304 1.0955 0.014 0.003 -0.051
H -3.9125 -0.3875 1.4359 0.017 -0.117 -0.044
H -4.5189 -1.9851 1.8920 -0.046 0.045 -0.080
H -6.1272 -2.4479 -0.4020 0.017 -0.019 -0.067
H -4.9040 -3.6942 -0.1241 -0.008 -0.025 -0.002
H -5.0366 -2.9083 -1.7050 0.049 0.016 -0.089
H -3.5664 -1.7877 -2.8559 0.041 -0.062 0.139
H -2.5656 -3.0411 -2.0669 -0.204 0.163 -0.007
H -2.6065 -0.2652 -4.0008 0.132 0.039 0.011
H -0.9904 -0.8660 -4.4663 -0.194 0.215 0.050
H -0.2381 3.1672 -2.5084 0.041 -0.030 -0.101
H -0.5222 3.8720 -4.1128 -0.043 -0.008 -0.035
H 1.0174 3.0656 -3.7587 -0.086 -0.016 -0.029
H -1.2865 0.8009 -5.7772 -0.041 -0.068 0.014
H 0.2633 1.6461 -5.9079 -0.029 -0.014 0.002
H -1.2521 2.5583 -5.8633 -0.004 -0.037 -0.002
N 1.1735 5.4016 1.6611 0.337 0.165 -0.086
C 0.0190 5.0888 2.2831 0.076 -0.325 -0.264
O -0.3099 5.5594 3.3437 -0.225 0.145 0.255
C -0.8588 4.0476 1.6282 -0.570 0.025 0.216
C -2.2209 4.0918 1.9405 0.260 -0.484 -0.481
C -3.0415 3.1278 1.3656 0.302 0.598 0.326
C -2.4758 2.0794 0.6816 0.832 -0.653 -0.403
N -1.1278 1.9120 0.5024 -1.203 2.278 0.751
C -0.3750 3.0053 0.8639 -0.333 -0.659 -0.336
H 1.7470 6.1108 2.0915 0.013 -0.043 -0.030
H 1.4199 5.0857 0.7417 -0.161 0.017 0.029
H -2.5936 4.8779 2.5747 -0.073 0.138 0.098
H -4.1130 3.1748 1.4719 -0.114 -0.039 0.006
H -3.1122 1.3256 0.2384 0.226 -0.035 0.194
H 0.6595 3.0078 0.5389 -0.138 -0.166 0.161
```
Forces are in eV/Å.

- net charge = +2
- E (a.u.) = -4884.324565
- HOMO level (alpha / beta) (eV) = -12.08 / -12.07

4.
Below is one molecule with the formula C4H6F4OS3, with properties calculated with ωB97M-V/def2-TZVPD.

XYZ file:
```
18
Properties=species:S:1:pos:R:3:forces:R:3
C 4.0614 -0.2224 0.3843 -1.501 0.148 -1.632
C -4.0352 -0.3596 -0.2476 -1.253 -2.716 1.287
C 1.3405 0.2600 -0.0101 1.305 -1.925 1.061
C -1.3625 0.0422 0.1920 -0.634 1.283 -0.374
O -0.1507 2.4114 -0.3724 -0.124 0.245 0.246
F 4.3094 -0.9075 -0.7980 -0.679 -0.619 0.384
F -3.8883 -0.1692 -1.5666 -0.531 0.980 -1.933
F 1.0962 -0.1243 -1.3269 -0.128 0.263 1.223
F -1.0670 -1.1899 0.7727 -0.386 1.218 -0.763
S 2.9142 1.1389 0.1269 0.035 0.467 -0.168
S -2.9956 0.7776 0.6473 0.635 -0.895 1.008
S -0.0059 1.3714 0.6556 -0.437 -1.696 -1.211
H 3.7660 -0.7899 1.2332 -0.624 -1.299 0.206
H 4.9898 0.1375 0.6018 2.365 1.772 0.954
H -3.9028 -1.4915 -0.2185 0.770 1.291 1.109
H -5.0988 -0.3111 0.1647 1.134 0.868 -0.885
H 1.5396 -0.6737 0.6883 -1.125 1.571 -1.496
H -1.5102 0.1001 -0.9267 1.176 -0.957 0.983
```
Forces are in eV/Å.

- energy relative to the best compared isomer or geometry (same formula, charge and spin) (kcal per mole) = 0.00
- net charge = 0
- E (a.u.) = -1825.162401
- HOMO level (eV) = -10.03

These records have strongest force on any atom values of 3.660; 0.354; 2.684; 3.256 eV/Å, in the order they appear.